one | The following is a quantum chemistry calculation of an isolated molecule of C7H14, from OMol25.

Computed properties:
E_LUMO ... 1.22 eV
HOMO energy ... -10.35 eV
Multiplicity ... 1

The geometry in XYZ format:
```
21
C7H14 the ωB97M-V functional and the def2-TZVPD basis
C 2.109 1.477 -0.209
C 0.821 -1.343 -0.098
C -0.501 -1.640 0.639
C -1.214 -0.649 -0.306
C -2.322 0.228 0.253
C 0.179 -0.056 -0.675
C 0.632 1.196 0.071
H 1.707 -1.200 0.529
H 2.742 0.665 0.168
H 2.291 1.552 -1.288
H 1.057 -2.082 -0.868
H -0.855 -2.676 0.654
H -0.482 -1.265 1.669
H -1.594 -1.196 -1.178
H -1.989 0.786 1.136
H -2.681 0.951 -0.489
H -3.177 -0.389 0.556
H 0.330 0.107 -1.750
H 2.448 2.406 0.259
H 0.480 1.068 1.153
H 0.022 2.059 -0.227
```

natural (NBO) population analysis, charges in e, atoms 1 to 2: -0.60 -0.40

two | The following is a quantum chemistry calculation of a cluster of 2 separate species, C7H14 in total, from OMol25.

Computed properties:
E_LUMO ... 0.95 eV
HOMO energy ... -8.67 eV
Multiplicity ... 1

The geometry in XYZ format:
```
21
C7H14 the ωB97M-V functional and the def2-TZVPD basis
C 1.966 -0.011 0.070
C 2.183 0.408 -1.370
C 0.844 -1.310 0.196
C 0.673 -2.459 -0.136
H 1.808 0.820 0.757
H 2.829 -0.542 0.465
H 2.426 -0.455 -1.988
H 3.002 1.124 -1.433
H 1.288 0.874 -1.790
H 0.331 -3.394 -0.489
C -1.484 0.183 1.014
C -0.847 1.489 0.699
C -2.516 -0.313 0.027
H -1.828 0.116 2.046
H -0.483 -0.611 0.813
H 0.011 1.266 0.009
H -0.356 1.946 1.557
H -1.521 2.206 0.232
H -3.379 0.354 -0.011
H -2.865 -1.310 0.301
H -2.083 -0.380 -0.970
```

natural (NBO) population analysis, charges in e, atoms 1 to 2: -0.38 -0.62

three | The following is a quantum chemistry calculation of an isolated molecule of C7H14, from OMol25.

Computed properties:
E_LUMO ... 1.17 eV
HOMO energy ... -8.87 eV
Multiplicity ... 1

The geometry in XYZ format:
```
21
C7H14 the ωB97M-V functional and the def2-TZVPD basis
C 1.327 1.234 0.651
C 0.433 1.305 -0.598
C 1.013 0.296 -1.589
C -1.350 0.724 -0.360
C -1.244 -0.299 0.740
C -1.268 -1.755 0.537
C 0.096 -1.354 0.917
H 2.411 1.079 0.507
H 1.200 2.051 1.374
H 1.005 0.229 1.021
H 0.251 2.302 -0.956
H 2.112 0.192 -1.643
H 0.683 -0.647 -1.174
H 0.612 0.402 -2.594
H -2.128 1.506 -0.129
H -1.750 0.286 -1.302
H -1.632 0.087 1.693
H -1.771 -2.373 1.252
H -1.350 -2.023 -0.510
H 0.882 -1.716 0.234
H 0.466 -1.526 1.929
```

natural (NBO) population analysis, charges in e, atoms 1 to 2: -0.68 -0.14

four | The following is a quantum chemistry calculation of an isolated molecule of C7H14, from OMol25.

Computed properties:
E_LUMO ... 1.15 eV
HOMO energy ... -9.58 eV
Multiplicity ... 1

The geometry in XYZ format:
```
21
C7H14 the ωB97M-V functional and the def2-TZVPD basis
C -1.969 0.523 -0.046
C -0.716 0.824 -0.878
C 0.312 -0.241 -0.588
C 0.136 -1.566 -1.312
C 1.749 0.028 -0.268
C 0.771 -0.382 0.835
C 0.587 0.674 1.913
H -2.783 1.212 -0.275
H -2.313 -0.502 -0.234
H -1.766 0.588 1.028
H -0.957 0.849 -1.950
H -0.308 1.811 -0.626
H 0.416 -1.471 -2.370
H -0.893 -1.936 -1.254
H 0.792 -2.327 -0.871
H 2.494 -0.608 -0.745
H 2.074 1.065 -0.188
H 0.654 -1.394 1.220
H -0.308 0.559 2.536
H 0.573 1.688 1.497
H 1.453 0.604 2.577
```

natural (NBO) population analysis, charges in e, atoms 1 to 2: -0.60 -0.39

In terms of stability, one leads; the second structure lies 0.290 eV higher.

one | The following is a quantum chemistry calculation of a cluster of 2 separate species, C7H14 in total, from OMol25.

Computed properties:
E_LUMO ... 1.07 eV
HOMO energy ... -9.25 eV
Multiplicity ... 1

The geometry in XYZ format:
```
21
C7H14 the ωB97M-V functional and the def2-TZVPD basis
C 0.301 -1.276 -0.990
C 1.471 -0.400 -0.625
C 2.776 -1.116 -0.397
C 1.358 0.924 -0.518
C -1.902 1.361 0.844
C -2.741 1.330 -0.189
C -1.475 0.166 1.644
H 0.485 -1.793 -1.941
H 0.147 -2.054 -0.230
H -0.622 -0.696 -1.085
H -0.383 0.066 1.626
H 2.672 -1.874 0.390
H 3.093 -1.644 -1.305
H 3.572 -0.424 -0.106
H 2.212 1.547 -0.260
H 0.408 1.427 -0.686
H -1.474 2.318 1.147
H -3.015 2.231 -0.731
H -3.192 0.397 -0.525
H -1.912 -0.755 1.245
H -1.780 0.265 2.693
```

natural (NBO) population analysis, charges in e, atoms 1 to 2: -0.65 0.03

two | The following is a quantum chemistry calculation of an isolated molecule of C7H14, from OMol25.

Computed properties:
E_LUMO ... 1.21 eV
HOMO energy ... -10.06 eV
Multiplicity ... 1

The geometry in XYZ format:
```
21
C7H14 the ωB97M-V functional and the def2-TZVPD basis
C -1.346 1.340 -0.227
C -1.222 -0.151 0.202
C -2.325 -0.978 -0.473
C 0.155 -0.890 0.072
C 1.324 0.024 0.353
C 2.780 -0.243 0.072
C 2.015 0.752 -0.757
H -0.788 1.627 -1.125
H -2.401 1.574 -0.431
H -1.047 2.034 0.570
H -1.426 -0.141 1.281
H -3.312 -0.769 -0.044
H -2.390 -0.763 -1.548
H -2.132 -2.049 -0.358
H 0.165 -1.732 0.787
H 0.275 -1.374 -0.911
H 1.173 0.636 1.241
H 3.491 0.131 0.806
H 3.106 -1.156 -0.421
H 1.784 0.443 -1.774
H 2.177 1.816 -0.629
```

natural (NBO) population analysis, charges in e, atoms 1 to 2: -0.62 -0.21

three | The following is a quantum chemistry calculation of an isolated molecule of C7H14, from OMol25.

Computed properties:
E_LUMO ... 1.06 eV
HOMO energy ... -9.48 eV
Multiplicity ... 1

The geometry in XYZ format:
```
21
C7H14 the ωB97M-V functional and the def2-TZVPD basis
C -1.747 -1.107 -0.366
C -0.580 -0.313 -0.906
C -0.211 1.038 -0.332
C -0.965 1.676 0.824
C 0.722 -0.142 -0.163
C 0.903 -0.798 1.191
C 2.003 -0.117 -0.976
H -1.592 -2.185 -0.490
H -2.668 -0.838 -0.897
H -1.923 -0.915 0.697
H -0.472 -0.394 -1.988
H 0.118 1.761 -1.078
H -2.052 1.636 0.685
H -0.690 2.732 0.915
H -0.737 1.206 1.786
H 1.666 -0.273 1.779
H 1.236 -1.835 1.062
H -0.015 -0.824 1.785
H 1.812 0.172 -2.016
H 2.720 0.600 -0.557
H 2.487 -1.102 -0.988
```

natural (NBO) population analysis, charges in e, atoms 1 to 2: -0.61 -0.22

four | The following is a quantum chemistry calculation of a cluster of 2 separate species, C7H14 in total, from OMol25.

Computed properties:
E_LUMO ... 1.14 eV
HOMO energy ... -9.19 eV
Multiplicity ... 1

The geometry in XYZ format:
```
21
C7H14 the ωB97M-V functional and the def2-TZVPD basis
C -2.133 0.877 0.553
C -1.995 0.241 -0.605
C 0.729 -0.805 -0.164
C 0.118 -1.989 0.547
C 1.096 -0.879 -1.443
C 0.966 0.408 0.704
C 1.285 1.715 -0.014
H -2.459 0.366 1.456
H 0.075 0.560 1.326
H -1.872 1.929 0.659
H -2.207 -0.821 -0.704
H -1.611 0.738 -1.492
H -0.324 -2.702 -0.157
H -0.668 -1.672 1.243
H 0.878 -2.515 1.134
H 0.985 -1.803 -2.004
H 1.545 -0.041 -1.967
H 1.774 0.158 1.405
H 1.412 2.521 0.715
H 0.475 2.004 -0.694
H 2.206 1.647 -0.600
```

natural (NBO) population analysis, charges in e, atoms 1 to 2: -0.42 -0.37

In terms of stability, three leads; the second structure lies 0.361 eV higher.

one | The following is a quantum chemistry calculation of an isolated molecule of C7H14, from OMol25.

Computed properties:
E_LUMO ... 1.00 eV
HOMO energy ... -10.17 eV
Multiplicity ... 1

The geometry in XYZ format:
```
21
C7H14 the ωB97M-V functional and the def2-TZVPD basis
C -1.022 -1.649 0.502
C -0.161 -0.374 0.505
C 1.306 -0.770 0.689
C -0.603 0.701 1.529
C -0.409 0.298 -0.845
C 0.508 0.474 -2.002
C 0.031 1.684 -1.162
H -2.089 -1.401 0.480
H -0.808 -2.229 -0.405
H -0.844 -2.304 1.362
H 1.456 -1.340 1.615
H 1.644 -1.397 -0.145
H 1.960 0.108 0.738
H -0.665 1.643 0.970
H -1.595 0.517 1.958
H 0.117 0.875 2.334
H -1.427 0.128 -1.193
H 1.577 0.338 -1.884
H 0.153 0.120 -2.972
H -0.705 2.446 -1.425
H 0.835 2.101 -0.548
```

natural (NBO) population analysis, charges in e, atoms 1 to 2: -0.59 -0.07

two | The following is a quantum chemistry calculation of a structure of composition C7H14, from OMol25.

Computed properties:
E_LUMO ... -0.99 eV
HOMO energy ... -6.66 eV
Multiplicity ... 1

The geometry in XYZ format:
```
21
C7H14 the ωB97M-V functional and the def2-TZVPD basis
C 2.099 1.531 1.870
C 1.173 1.450 0.687
C 0.741 0.110 0.192
C -0.620 0.016 -0.291
C -1.751 0.772 -0.034
C -1.350 -0.810 -1.252
C -0.573 -1.761 -2.127
H 3.142 1.121 1.741
H 1.608 1.104 2.784
H 2.247 2.629 2.186
H 0.243 2.036 0.830
H 1.582 2.060 -0.197
H 1.571 -0.349 -0.373
H -0.061 -5.387 3.485
H -2.478 0.540 0.795
H -2.196 1.285 -0.960
H -2.389 -0.894 -1.326
H -0.454 -5.975 3.931
H -1.002 -1.910 -3.144
H 0.366 -1.284 -2.303
H -0.484 -2.832 -1.716
```

natural (NBO) population analysis, charges in e, atoms 1 to 2: -0.61 -0.46

three | The following is a quantum chemistry calculation of a structure of composition C7H14, from OMol25.

Computed properties:
E_LUMO ... 0.86 eV
HOMO energy ... -7.54 eV
Multiplicity ... 1

The geometry in XYZ format:
```
21
C7H14 the ωB97M-V functional and the def2-TZVPD basis
C 0.920 1.129 -1.782
C -0.289 0.509 -1.099
C -0.488 -0.956 -1.258
C 0.046 -1.784 0.381
C -0.200 0.027 0.328
C 1.093 0.406 1.040
C -1.427 0.357 1.159
H 1.186 2.105 -1.356
H 0.699 1.276 -2.844
H 1.788 0.466 -1.722
H -1.186 1.119 -1.242
H -1.565 -1.154 -1.136
H -0.612 -2.601 0.083
H -0.068 -1.741 1.479
H 1.075 -2.060 0.161
H 1.130 -0.039 2.041
H 1.130 1.497 1.148
H 1.984 0.091 0.492
H -2.351 0.183 0.599
H -1.461 -0.244 2.076
H -1.402 1.413 1.454
```

natural (NBO) population analysis, charges in e, atoms 1 to 2: -0.60 -0.35

four | The following is a quantum chemistry calculation of a cluster of 2 separate species, C7H14 in total, from OMol25.

Computed properties:
E_LUMO ... 1.07 eV
HOMO energy ... -8.48 eV
Multiplicity ... 1

The geometry in XYZ format:
```
21
C7H14 the ωB97M-V functional and the def2-TZVPD basis
C 1.653 -1.263 0.972
C 1.109 -0.912 -0.386
C 0.003 -0.203 -0.539
C 0.890 2.233 -0.535
C -1.114 0.102 -1.429
C -1.274 0.122 0.098
C -1.861 -1.049 0.840
H 2.745 -1.336 0.986
H 1.354 -0.525 1.727
H 1.257 -2.235 1.292
H 1.076 1.149 -0.459
H 1.645 -1.217 -1.281
H 1.063 2.505 -1.577
H 1.634 2.643 0.135
H -0.109 2.581 -0.230
H -1.228 1.064 -1.934
H -1.452 -0.756 -1.996
H -1.497 1.110 0.507
H -1.549 -1.018 1.890
H -1.461 -1.972 0.407
H -2.951 -1.070 0.787
```

natural (NBO) population analysis, charges in e, atoms 1 to 2: -0.64 -0.23

In terms of stability, one leads; the second structure lies 1.775 eV higher.

one | The following is a quantum chemistry calculation of a cluster of 2 separate species, C4H4O2 in total, from OMol25.

Computed properties:
E_LUMO ... 0.62 eV
HOMO energy ... -8.79 eV
Multiplicity ... 1

The geometry in XYZ format:
```
10
C4H4O2 the ωB97M-V functional and the def2-TZVPD basis
C 0.946 -0.040 0.455
C -1.367 1.095 0.610
O 1.792 0.849 -0.150
C 0.011 -0.693 -0.204
C -0.951 -1.303 -0.811
O -1.173 2.144 0.208
H 2.401 1.218 0.496
H 1.102 -0.241 1.511
H -1.942 -0.796 -0.772
H -0.819 -2.232 -1.343
```

natural (NBO) population analysis, charges in e, atoms 1 to 2: 0.05 0.46

two | The following is a quantum chemistry calculation of an isolated molecule of C4H4O2, from OMol25.

Computed properties:
E_LUMO ... 0.50 eV
HOMO energy ... -7.78 eV
Multiplicity ... 1

The geometry in XYZ format:
```
10
C4H4O2 the ωB97M-V functional and the def2-TZVPD basis
O -2.319 -1.122 0.916
C -1.660 -0.156 0.232
C -0.412 -0.320 -0.097
C 0.822 -0.387 -0.322
C 2.082 -0.046 -0.291
O 2.453 1.224 -0.558
H -3.246 -0.883 0.891
H 1.597 1.684 -0.606
H -2.204 0.726 -0.087
H 2.887 -0.721 -0.079
```

natural (NBO) population analysis, charges in e, atoms 1 to 2: -0.66 0.06

three | The following is a quantum chemistry calculation of an isolated molecule of C4H4O2, from OMol25.

Computed properties:
E_LUMO ... 0.90 eV
HOMO energy ... -10.49 eV
Multiplicity ... 1

The geometry in XYZ format:
```
10
C4H4O2 the ωB97M-V functional and the def2-TZVPD basis
O 2.144 0.374 1.447
C 1.065 0.906 1.427
O 0.002 0.478 0.750
C 0.195 -0.627 -0.144
C -0.911 -0.519 -1.089
C -1.876 -0.277 -1.764
H 0.759 1.832 1.940
H 1.175 -0.567 -0.629
H 0.183 -1.573 0.406
H -2.737 -0.026 -2.343
```

natural (NBO) population analysis, charges in e, atoms 1 to 2: -0.58 0.65

four | The following is a quantum chemistry calculation of an isolated molecule of C4H4O2, from OMol25.

Computed properties:
E_LUMO ... 0.64 eV
HOMO energy ... -10.09 eV
Multiplicity ... 1

The geometry in XYZ format:
```
10
C4H4O2 the ωB97M-V functional and the def2-TZVPD basis
C 1.795 -0.070 -0.190
C -1.511 -0.194 0.622
C -0.657 -0.330 -0.378
C 0.479 0.502 -0.550
O 1.254 0.699 0.692
O 2.785 -0.752 -0.336
H -2.431 -0.669 0.837
H -1.339 0.445 1.416
H -0.773 -1.086 -1.112
H 0.396 1.455 -0.999
```

natural (NBO) population analysis, charges in e, atoms 1 to 2: 0.79 -0.32

In terms of stability, three leads; the second structure lies 0.374 eV higher.

one | The following is a quantum chemistry calculation of an isolated molecule of C4H4O2, from OMol25.

Computed properties:
E_LUMO ... 0.78 eV
HOMO energy ... -9.68 eV
Multiplicity ... 1

The geometry in XYZ format:
```
10
C4H4O2 the ωB97M-V functional and the def2-TZVPD basis
C -0.182 -0.237 0.712
C 1.138 -0.576 -0.174
C 0.736 0.161 -1.451
C -0.359 0.881 -1.033
H 2.026 -0.372 0.718
H 1.357 -1.660 -0.227
H 1.159 0.107 -2.500
H -1.073 1.499 -1.926
O -0.626 -0.865 1.650
O -0.808 0.746 0.301
```

natural (NBO) population analysis, charges in e, atoms 1 to 2: 0.79 -0.56

two | The following is a quantum chemistry calculation of an isolated molecule of C4H4O2, from OMol25.

Computed properties:
E_LUMO ... -0.41 eV
HOMO energy ... -9.55 eV
Multiplicity ... 1

The geometry in XYZ format:
```
10
C4H4O2 the ωB97M-V functional and the def2-TZVPD basis
C 1.356 0.066 -0.486
C 0.517 -0.805 0.133
C -1.300 0.855 0.078
C -0.902 -0.614 0.337
O -1.481 1.631 0.988
O -1.664 -1.460 0.664
H 2.389 -0.135 -0.450
H 1.125 1.036 -0.838
H 0.900 -1.733 0.574
H -0.939 1.159 -1.001
```

natural (NBO) population analysis, charges in e, atoms 1 to 2: -0.29 -0.30

In terms of stability, two leads; the second structure lies 0.743 eV higher.